Entry 1:
{
  "formula": "C21H20BF3O",
  "method": "ωB97M-V with the def2-TZVPD basis set",
  "fmax_ev_per_a": 1.37,
  "homo_lumo_gap_ev": 3.38,
  "homo_ev": -6.84,
  "relative_energy_kcal_mol": 9.7,
  "total_energy_ev": -32979.241,
  "elements": ["H", "H", "C", "C", "C", "C", "B", "H", "H", "H", "H", "C", "H", "C", "C", "H", "H", "H", "F", "C", "C", "C", "H", "C", "H", "H", "H", "F", "H", "H", "C", "O", "C", "C", "H", "H", "C", "H", "C", "H", "C", "C", "C", "C", "F", "C"],
  "positions_angstrom": [[5.4539, 0.1963, -1.0538], [-0.3484, -1.4671, -1.0917], [2.1265, -0.4484, -0.9178], [-0.3497, -0.3997, -0.9887], [5.9290, -2.4653, -0.9963], [-1.5725, 0.2372, -0.9831], [-0.2515, 4.8980, 3.2768], [3.3954, 2.0296, 2.0332], [-6.1577, 0.2298, -1.0423], [-6.5529, -3.4954, -0.9509], [1.2234, 0.5183, 2.3520], [4.6146, -1.7643, -0.9981], [6.5093, -2.1838, -0.1173], [4.5427, -0.3744, -0.9952], [-2.8320, -0.4379, -1.0153], [-7.2504, -2.1533, -1.8561], [5.8003, -3.5481, -0.9729], [2.6479, 4.5635, 2.5449], [-0.7566, 4.6851, 4.5518], [-4.1551, -2.4633, -0.9982], [-5.2477, -0.3428, -1.0360], [0.8715, 0.2337, -0.8968], [3.4726, -3.5637, -1.0291], [2.4118, 2.3727, 2.3138], [-2.0418, -2.4454, -0.9908], [-7.2270, -2.1142, -0.0901], [0.8805, 1.3070, -0.8049], [-1.2730, 4.9735, 2.3405], [6.5150, -2.2244, -1.8836], [3.2905, 1.3509, -0.9500], [2.2109, -1.8523, -0.9399], [0.2376, 2.3775, 2.8345], [3.3308, 0.2748, -0.9437], [0.6942, 3.6544, 2.8921], [-3.9884, 1.3703, -1.0664], [-4.2124, -3.5372, -0.9728], [1.2918, 1.5962, 2.4793], [-1.5820, 1.3108, -0.9113], [-6.6601, -2.4091, -0.9751], [1.3168, -2.4504, -0.9393], [-5.3340, -1.7291, -1.0108], [-2.9309, -1.8411, -1.0009], [2.0281, 3.6825, 2.5777], [-4.0306, 0.2952, -1.0371], [0.5318, 6.0415, 3.2433], [3.4280, -2.4880, -0.9837]],
  "atomic_forces_ev_per_a": [[0.2, 0.2, 0.1], [0.0, -0.3, 0.0], [0.1, -0.2, 0.0], [-0.3, -0.1, -0.1], [0.2, -0.3, 0.0], [0.3, -0.3, 0.2], [0.2, -0.7, 0.1], [0.0, -0.2, 0.0], [-0.2, 0.2, 0.0], [0.0, 0.1, 0.0], [-0.6, 0.3, 0.3], [0.0, 0.1, 0.0], [0.1, 0.1, 0.0], [0.0, 0.1, -0.1], [-0.1, -0.1, -0.1], [0.0, 0.1, 0.0], [0.0, 0.1, 0.0], [-0.1, 0.0, 0.1], [-0.5, 0.1, 0.7], [0.2, -0.1, 0.0], [0.0, 0.1, 0.0], [0.0, 0.0, 0.1], [0.0, -0.2, 0.1], [-0.1, -1.3, -0.3], [0.1, -0.1, 0.0], [0.0, 0.1, -0.1], [0.1, 0.4, 0.0], [-0.9, 0.2, -0.6], [0.0, 0.1, 0.0], [0.0, 0.2, 0.1], [0.0, 0.0, -0.1], [0.3, -0.6, -0.2], [-0.1, 0.0, -0.1], [0.7, 0.7, -0.1], [0.0, 0.3, 0.1], [0.0, -0.2, 0.0], [1.1, -0.3, -0.5], [-0.1, 0.4, 0.0], [-0.2, -0.3, 0.0], [-0.1, -0.1, 0.1], [0.0, 0.0, 0.1], [0.0, 0.1, -0.1], [-0.4, 0.7, 0.2], [0.2, 0.0, 0.0], [0.4, 0.7, 0.0], [-0.2, 0.0, 0.0]],
  "nbo_charge": [0.23, 0.20, -0.19, -0.33, -0.65, 0.09, 1.12, 0.20, 0.23, 0.22, 0.18, 0.08, 0.24, -0.23, -0.19, 0.24, 0.22, 0.23, -0.55, -0.25, -0.23, 0.10, 0.22, -0.33, 0.20, 0.24, 0.24, -0.56, 0.24, 0.23, -0.06, -0.41, -0.09, 0.07, 0.23, 0.22, 0.01, 0.23, -0.64, 0.20, 0.08, -0.06, -0.35, -0.09, -0.55, -0.25]
}



Entry 2:
{
  "formula": "C6H20BO2Rb3",
  "method": "ωB97M-V with the def2-TZVPD basis set",
  "fmax_ev_per_a": 1.83,
  "homo_lumo_gap_ev": 7.56,
  "homo_ev": -14.74,
  "relative_energy_kcal_mol": 0.0,
  "total_energy_ev": -13270.367,
  "total_charge": 2,
  "elements": ["H", "H", "H", "H", "H", "C", "H", "B", "H", "H", "C", "H", "H", "H", "H", "C", "O", "Rb", "H", "H", "Rb", "C", "O", "H", "H", "H", "Rb", "H", "H", "H", "C", "C"],
  "positions_angstrom": [[-1.1294, -1.0492, -1.9584], [0.1687, 1.1533, -1.5965], [-0.7897, -1.2693, 1.1659], [-2.7460, -0.9343, -2.6224], [0.7129, 0.5663, 0.7059], [-1.7236, -0.5561, -2.7310], [-2.4483, 1.4582, -3.1483], [-1.6816, -0.4759, 1.3133], [2.8235, -2.2066, 0.3106], [3.4299, 0.1211, 2.7128], [-0.3774, 1.5759, -2.4423], [2.8457, 0.1665, -0.2518], [-1.2765, 0.6194, 1.1099], [-0.5182, 2.6499, -2.3349], [4.3567, -0.9229, 1.6316], [3.7549, -0.0199, 1.6770], [1.5263, 0.7888, 1.1788], [0.0246, 1.2052, 3.7095], [4.3658, 0.8313, 1.3858], [-2.5347, -0.7118, 0.5084], [-2.5205, -1.9210, 4.4196], [2.5529, -0.1429, 0.7569], [-2.3816, 1.1440, -1.1824], [1.5831, -1.9385, 1.5407], [-1.4001, -0.8336, -3.7311], [1.2697, -1.5860, -0.2044], [-4.0980, 1.4706, 1.4597], [-2.0231, 0.5507, -0.5136], [0.1919, 1.3690, -3.3472], [-2.1943, -0.4805, 2.3613], [1.9987, -1.5579, 0.6061], [-1.7621, 0.9361, -2.4895]],
  "atomic_forces_ev_per_a": [[0.2, 0.0, -0.2], [0.1, 0.1, 0.0], [0.0, -0.1, 0.4], [0.1, -0.1, 0.0], [0.2, 0.0, -0.1], [-0.9, -0.1, -0.1], [0.2, 0.0, -0.4], [0.5, -0.6, -1.0], [0.0, -0.1, 0.0], [0.0, -0.1, 0.0], [-0.6, -0.1, -0.4], [0.1, 0.1, 0.1], [0.3, 0.9, 0.1], [0.4, 0.0, 0.1], [0.1, 0.0, 0.0], [-0.4, 0.1, 0.0], [-0.2, -0.1, 0.6], [0.7, 0.2, -0.5], [0.1, 0.0, 0.1], [-0.4, -0.2, 0.0], [-0.1, -0.7, 0.1], [-0.1, -0.2, -0.7], [-0.6, 0.7, -0.1], [-0.1, 0.0, 0.0], [0.3, 0.1, 0.0], [-0.2, -0.1, 0.2], [-0.1, 0.2, -0.8], [0.3, -0.2, -0.5], [0.0, 0.1, -0.1], [-0.6, 0.1, 1.7], [0.5, 0.3, 0.1], [0.3, -0.2, 1.2]],
  "nbo_charge": [0.20, 0.18, 0.03, 0.22, 0.49, -0.64, 0.19, -0.81, 0.24, 0.19, -0.62, 0.18, -0.05, 0.22, 0.23, -0.62, -0.79, 0.99, 0.24, 0.01, 1.00, 0.10, -0.83, 0.19, 0.24, 0.22, 0.99, 0.50, 0.23, -0.16, -0.63, 0.10]
}